The following is a quantum chemistry calculation of a structure of composition C4H9N2O at a distorted geometry, from the Open Molecules 2025 dataset.

Structure (ORCA input):
```
! RIJCOSX wB97M-V def2-TZVPD def2/J DEFGRID3
* xyz 1 1
C -0.8443 -0.5773 -0.2143
C 0.9476 0.0894 0.8479
C 1.1552 -1.2919 0.2515
C -0.9150 1.8179 0.4721
N -0.4168 0.4836 0.3725
N -0.1384 -1.6664 -0.3250
O -2.3709 -0.7801 -1.1565
H 0.9623 -0.0062 1.9929
H 1.7087 0.8530 0.5894
H 1.8320 -1.3596 -0.6958
H 1.5630 -1.9148 1.0696
H -1.8101 1.8785 1.0479
H -0.1376 2.3658 1.1695
H -1.0526 2.2852 -0.5649
H -0.1863 -2.4535 -1.0027
H -3.0834 -0.6668 -0.5085
*
```

The value obtained for the orbital gap is 10.6 eV. The LUMO energy comes out at -4.021 eV. Its HOMO energy is -14.66 eV. The max |F| is 8.1 eV/A. Its energy above the lowest of the compared OMol25 structures with the same formula, charge and spin is 86.0 kcal per mole.



The following is a quantum chemistry calculation of a cluster of 2 separate species, C4H9N2O in total at a distorted geometry, from the Open Molecules 2025 dataset.

Structure (ORCA input):
```
! RIJCOSX wB97M-V def2-TZVPD def2/J DEFGRID3
* xyz 1 1
C 2.1961 0.3643 -0.2138
C 1.2009 0.5485 0.5944
C -2.5132 -0.1874 -0.3957
C 3.4966 -0.4703 -0.2235
N -3.6879 -0.5434 0.1347
N -1.6383 0.5011 0.2803
O -0.5467 0.9156 -0.2877
H 1.8371 0.4813 -1.2994
H 0.8647 0.6719 1.5744
H -2.3492 -0.3932 -1.3553
H 3.3321 -1.4524 -0.7786
H 4.2041 0.1923 -0.6408
H 3.7536 -0.7259 0.8361
H -4.5154 -0.5520 -0.4577
H -3.9787 -0.2446 1.0459
H -1.6559 0.8939 1.1866
*
```

The value obtained for the orbital gap is 9.1 eV. The LUMO energy comes out at -4.150 eV. Its HOMO energy is -13.25 eV. The max |F| is 5.4 eV/A. Its energy above the lowest of the compared OMol25 structures with the same formula, charge and spin is 142.1 kcal per mole.